Density functional theory data (ωB97M-V/def2-TZVPD) for a 2-piece molecular cluster, C4H7NO2 overall.

XYZ file:
```
14
Properties=species:S:1:pos:R:3:mulliken_charge:R:1
O 2.3402 0.0605 1.0291 -0.54
C 0.9573 0.1338 1.1013 0.41
C 0.2657 1.2460 0.4061 -0.59
N -0.8181 0.7285 -0.1100 0.13
C -0.9620 -0.6493 -0.0255 -0.83
C 0.2338 -1.1280 0.5654 0.44
O 0.7411 -2.2380 0.7066 -0.66
H 2.5159 -0.8976 0.9974 0.35
H 0.5960 0.2038 2.1531 0.21
H 0.4802 2.3021 0.3597 0.42
H -1.2243 0.0209 -3.2165 0.12
H -1.5291 1.3379 -0.4888 0.27
H -1.8823 0.0416 -2.8727 -0.12
H -1.7145 -1.1622 -0.6052 0.40
```

Energy relative to the best compared isomer or geometry (same formula, charge and spin)   3.550 eV
HOMO energy (alpha / beta)   -7.85 / -7.85 eV
Electronic energy   -361.75041 a.u.
Orbital gap (alpha / beta)   8.0 / 8.0 eV
Charge   0

***

Density functional theory data (ωB97M-V/def2-TZVPD) for a 2-piece molecular cluster, C7H11N2O2 overall.

XYZ file:
```
22
Properties=species:S:1:pos:R:3:mulliken_charge:R:1
C -1.5161 2.3079 -0.9371 -1.13
C -0.3303 2.1436 0.0041 0.68
C -0.4042 1.4222 1.1426 -0.43
C 1.5573 2.4023 0.9261 -0.18
N 0.8600 2.8141 -0.1170 -0.74
N 0.8538 1.6156 1.7776 -0.25
H -2.4344 2.0370 -0.4107 0.28
H -1.3928 1.6084 -1.7621 0.24
H -1.0972 0.8214 1.6983 0.37
H 2.5808 2.7036 1.0769 0.40
H 1.2000 0.7003 2.0674 0.39
H -1.6628 3.3581 -1.1643 0.38
C 0.5971 -2.8715 -0.3547 -0.43
C -0.5427 -2.5347 -1.3615 -0.69
C 0.7517 -1.7153 0.6920 0.53
O 1.5657 -0.7985 0.4955 -0.75
O -0.0689 -1.8219 1.6489 -0.76
H 0.3384 -3.7726 0.2053 0.23
H 1.5007 -3.1684 -0.8981 0.32
H -1.4398 -3.0885 -1.1041 0.26
H -0.1652 -2.6948 -2.3695 0.26
H -0.7512 -1.4685 -1.2555 0.03
```

Energy relative to the best compared isomer or geometry (same formula, charge and spin)   0.921 eV
HOMO energy   -4.45 eV
Electronic energy   -533.38113 a.u.
Orbital gap   8.3 eV
Charge   -1

***

Density functional theory data (ωB97M-V/def2-TZVPD) for C25H41N2NaO5SSi3 as an isolated structure.

XYZ file:
```
78
Properties=species:S:1:pos:R:3:mulliken_charge:R:1
Na -0.0644 0.2561 0.1573 0.57
O -3.2319 3.0206 -0.6809 -0.54
C -2.4412 1.9724 -0.4277 -0.14
O -1.3038 1.9064 -0.8200 -0.14
C -3.1104 0.9063 0.3655 0.58
C -4.4018 1.0322 0.8586 -0.92
C -4.9220 -0.0189 1.5888 -0.82
C -4.1524 -1.1548 1.7843 -1.12
C -2.8739 -1.1896 1.2415 1.01
N -2.3662 -0.1725 0.5616 0.40
C -1.9118 -2.3474 1.3831 0.36
O -2.3959 -3.5036 1.8724 -0.50
O -0.7604 -2.2496 1.0835 -0.36
H -2.7190 3.6434 -1.2179 0.39
H -4.9681 1.9335 0.6768 0.56
H -5.9178 0.0406 2.0068 0.44
H -4.5528 -1.9705 2.3717 0.32
H -3.3543 -3.4811 1.9706 0.28
C 3.6772 1.3405 -3.6175 -1.18
Si 2.0545 1.2601 -2.6408 -0.15
C 1.8497 2.9920 -1.8834 -0.43
C 0.6621 1.2061 -3.9253 -0.97
C 1.9817 -0.1252 -1.4606 1.56
Si 1.3898 -1.7134 -2.1510 0.15
C 2.1870 -2.2271 -3.7925 -1.18
C 1.6948 -3.1948 -1.0107 -0.90
C -0.4887 -1.7596 -2.4849 -0.62
Si 3.2418 -0.2052 -0.1729 -0.61
C 4.8076 -1.2249 -0.4895 -1.26
C 3.9092 1.4770 0.3931 -0.64
C 2.5260 -0.8913 1.4806 -0.06
C 3.0923 -1.9450 2.1992 -0.27
C 2.5396 -2.3450 3.4049 -0.50
C 1.4241 -1.6745 3.8839 -0.99
C 0.9077 -0.6418 3.1209 -0.57
N 1.4339 -0.2580 1.9567 0.78
H 3.6888 2.1817 -4.3182 0.33
H 3.8342 0.4213 -4.1873 0.30
H 4.5308 1.4559 -2.9435 0.28
H 1.7154 3.7206 -2.6899 0.52
H 2.7138 3.3032 -1.2942 0.34
H 0.9622 3.0269 -1.2482 -0.41
H 0.7591 2.0676 -4.5932 0.38
H -0.3167 1.2645 -3.4414 0.10
H 0.6771 0.3065 -4.5431 0.27
H 3.2584 -2.3914 -3.6477 0.29
H 2.0750 -1.4723 -4.5738 0.31
H 1.7526 -3.1612 -4.1621 0.34
H 2.7592 -3.3994 -0.8848 0.29
H 1.2457 -4.0865 -1.4590 0.42
H 1.2546 -3.0642 -0.0211 0.04
H -0.7455 -1.2140 -3.3964 0.35
H -1.0894 -1.3405 -1.6710 -0.10
H -0.8178 -2.7951 -2.6184 0.38
H 5.2921 -0.8557 -1.3973 0.25
H 4.6089 -2.2867 -0.6405 0.33
H 5.5253 -1.1258 0.3311 0.36
H 4.4852 1.9700 -0.3938 0.42
H 4.5661 1.3426 1.2575 0.38
H 3.0944 2.1462 0.6793 -0.50
H 3.9613 -2.4525 1.8008 0.42
H 2.9697 -3.1678 3.9629 0.42
H 0.9592 -1.9482 4.8218 0.42
H 0.0297 -0.0910 3.4495 0.45
O -0.9081 2.1474 2.2014 -0.77
S 0.3735 2.7040 1.6615 1.40
C 0.1587 4.5167 1.4571 -1.03
C 0.8869 5.2232 2.5964 -0.69
C 2.0822 4.3359 2.9383 -0.61
C 1.5151 2.9308 3.0625 -1.08
H -0.9172 4.6869 1.4354 0.40
H 0.5856 4.7661 0.4841 0.37
H 0.2310 5.3050 3.4657 0.29
H 1.1896 6.2306 2.3101 0.38
H 2.5791 4.6444 3.8585 0.40
H 2.8226 4.3722 2.1347 0.23
H 0.8906 2.8189 3.9512 0.63
H 2.2551 2.1335 3.0282 0.18
```

Energy relative to the best compared isomer or geometry (same formula, charge and spin)   0.001 eV
HOMO energy   -6.25 eV
Electronic energy   -2892.07008 a.u.
Orbital gap   5.4 eV
Charge   0

***

Density functional theory data (ωB97M-V/def2-TZVPD) for one molecule with the formula C6H9ClN2.

XYZ file:
```
18
Properties=species:S:1:pos:R:3:mulliken_charge:R:1
C -1.6998 0.3946 -0.1172 -0.34
C -0.5781 -1.7592 -0.3513 0.37
C 1.1645 -0.2324 0.2628 -0.15
C -0.6791 1.1854 0.6750 -0.72
C -0.2845 -3.0128 0.2847 -0.89
C 0.9843 2.1037 -0.7326 -0.92
N -1.4111 -0.8689 -0.2709 -0.16
N 0.6088 0.9644 0.0962 0.17
Cl 2.7126 -0.4513 -0.6014 -0.24
H -2.1858 0.9534 -0.9125 0.30
H -0.7428 2.2463 0.6251 0.43
H -0.7565 0.9542 1.7450 0.28
H 0.3156 -3.7444 -0.2472 0.29
H -1.1017 -3.5282 0.8438 0.30
H 0.3644 -2.5620 1.0517 0.32
H 1.1094 2.9835 0.1559 0.30
H 1.9280 1.9955 -1.1183 0.34
H 0.2517 2.3782 -1.3890 0.33
```

Energy relative to the best compared isomer or geometry (same formula, charge and spin)   4.352 eV
HOMO energy   -7.25 eV
Electronic energy   -803.52717 a.u.
Orbital gap   8.0 eV
Charge   0

***

Density functional theory data (ωB97M-V/def2-TZVPD) for C18H30AlF16NO4P as an isolated structure.

XYZ file:
```
71
Properties=species:S:1:pos:R:3:mulliken_charge:R:1
C -7.5135 -2.6075 -0.9564 -0.98
C -6.2619 -2.4838 -1.8131 -0.69
C -5.2697 -1.4349 -1.3938 -0.90
C -4.5665 -1.7130 -0.0566 1.11
C -3.1595 -1.1263 -0.1650 -1.86
Al -5.5810 -1.0741 1.5889 -0.51
C -6.1625 -2.6494 2.7136 -0.63
C -5.0880 -3.2740 3.5806 -0.60
C -3.9309 -3.8110 2.7926 -1.00
P -4.3957 0.5512 2.8588 0.81
N -3.7673 0.0074 4.1901 -0.84
O -3.2269 1.3352 1.9703 -0.46
O -5.4614 1.7605 3.2188 -0.45
H -7.7214 -1.7188 -0.3984 0.17
H -7.4540 -3.4310 -0.2764 0.17
H -8.3583 -2.7794 -1.5959 0.40
H -5.7847 -3.4451 -1.8848 0.33
H -6.5848 -2.2385 -2.8098 0.41
H -5.7064 -0.4516 -1.3506 0.32
H -4.4955 -1.4420 -2.1481 0.37
H -4.4768 -2.7852 0.0209 0.20
H -2.6059 -1.1367 0.7526 0.39
H -3.2596 -0.1230 -0.5288 0.31
H -2.6319 -1.6563 -0.9433 0.47
H -6.9292 -0.2952 1.0936 -0.49
H -6.5240 -3.3881 2.0165 0.28
H -7.0038 -2.3545 3.3239 0.44
H -4.7085 -2.5486 4.2719 0.31
H -5.5185 -4.0640 4.1835 0.41
H -3.2977 -4.3928 3.4404 0.42
H -3.3194 -3.0288 2.3905 0.13
H -4.2550 -4.4700 2.0085 0.28
H -2.7726 0.1655 4.2412 0.17
H -3.2410 2.2484 2.2805 0.26
H -6.2650 1.5643 2.7207 0.27
C 2.4831 -0.4551 0.6436 -0.86
C 3.3058 0.0186 -0.5616 0.95
C 2.5577 0.7739 -1.6579 0.03
F 1.6271 -0.0075 -2.2343 -0.22
F 3.4589 1.1433 -2.6143 -0.28
F 3.9765 -1.0227 -1.0982 -0.29
F 4.2330 0.9021 -0.0808 -0.27
O 2.0667 -1.7948 0.6190 -0.42
C 0.8945 -2.1216 -0.0137 0.87
C 1.1603 -3.0996 -1.1553 0.13
F 1.9858 -2.5326 -2.0657 -0.23
F -0.0056 -3.3977 -1.7621 -0.23
F 0.2476 -1.0278 -0.4409 -0.26
F 0.1170 -2.7525 0.8849 -0.31
H 3.1579 -0.3926 1.4945 0.45
H 1.6534 0.2192 0.8543 0.36
H 2.0862 1.6746 -1.2556 0.35
H 1.6196 -4.0125 -0.7710 0.25
C 9.0442 3.5881 -1.1441 -0.75
C 9.1883 4.4439 -2.4104 0.88
C 8.8535 5.9292 -2.2820 0.09
F 7.5586 6.1004 -1.9426 -0.21
F 9.0652 6.5271 -3.4803 -0.27
F 8.4695 3.9007 -3.4133 -0.26
F 10.5066 4.3918 -2.7638 -0.34
O 7.8510 2.8569 -1.0226 -0.36
C 6.7468 3.4419 -0.4722 0.70
C 5.6054 3.4811 -1.4857 0.40
F 5.9701 4.2140 -2.5605 -0.24
F 4.5316 4.0748 -0.9130 -0.27
F 7.0217 4.6725 0.0068 -0.29
F 6.3523 2.6778 0.5646 -0.26
H 9.8217 2.8312 -1.2180 0.40
H 9.2552 4.1649 -0.2440 0.33
H 9.4933 6.4057 -1.5335 0.29
H 5.3380 2.4745 -1.8077 0.14
```

HOMO energy   -4.47 eV
Electronic energy   -3241.33298 a.u.
Orbital gap   6.1 eV
Charge   -1

***

Density functional theory data (ωB97M-V/def2-TZVPD) for C5H9BiO3 as an isolated structure.

XYZ file:
```
18
Properties=species:S:1:pos:R:3:mulliken_charge:R:1
O 0.0410 -1.1911 1.1844 -0.01
C -0.4074 -2.2832 1.9792 -0.14
O -1.0421 -3.0255 1.1925 -0.30
Bi -1.0407 -1.8503 -0.4472 1.66
O -1.7835 -0.5902 -1.8208 -0.55
C -1.7068 0.5529 -2.2703 0.38
C 0.9063 -0.1938 1.7429 -0.12
H 0.3410 0.7467 1.7656 0.29
H 1.1284 -0.4956 2.7745 0.38
C 2.1618 -0.0607 0.9125 -1.08
H 2.7377 -0.9957 0.9194 0.35
H 1.9180 0.2128 -0.1236 0.29
H 2.7929 0.7333 1.3340 0.38
C -1.0937 1.6938 -1.5681 -0.79
H -2.0928 0.7323 -3.2886 0.42
H -1.8612 2.4762 -1.4591 0.35
H -0.3239 2.1195 -2.2322 0.35
H -0.6750 1.4184 -0.5951 0.13
```

Energy relative to the best compared isomer or geometry (same formula, charge and spin)   0.753 eV
HOMO energy (alpha / beta)   -17.61 / -17.61 eV
Electronic energy   -635.36652 a.u.
Orbital gap (alpha / beta)   6.0 / 6.0 eV
Charge   +2